[1]
DFT (ωB97M-V/def2-TZVPD) results for a cluster of 3 separate species, C3H12O2S2 in total.

HOMO level = -8.8 eV
HOMO-LUMO gap = 9.28 eV
LUMO energy = 0.45 eV
SMILES = CCCSS.O.O

Structure (XYZ):
```
19
C3H12O2S2 | the OMol25 dataset | ωB97M-V/def2-TZVPD
C 1.65 -2.61 0.97
C 1.28 -1.15 0.69
C 0.64 -1.09 -0.73
S -1.19 -1.01 -0.60
S -1.59 0.91 0.01
H 2.18 -2.97 0.09
H 2.19 -2.85 1.88
H 0.73 -3.22 0.93
H 2.12 -0.55 0.94
H 0.49 -0.71 1.25
H 0.75 -2.03 -1.25
H 0.95 -0.19 -1.26
H -1.00 0.88 1.22
O 1.52 1.29 2.88
H 1.98 0.46 3.07
H 1.28 1.63 3.76
O -0.23 3.02 -2.91
H 0.47 2.87 -3.55
H -0.09 2.30 -2.28
```

---

[2]
DFT (ωB97M-V/def2-TZVPD) results for a structure of composition C2I3NO3.

HOMO level = -9.3 eV
HOMO-LUMO gap = 7.40 eV
LUMO energy = -1.93 eV

Structure (XYZ):
```
9
C2I3NO3 | the OMol25 dataset | ωB97M-V/def2-TZVPD
C -0.11 0.00 -0.08
C -0.71 -0.13 1.14
N 1.39 0.32 -0.34
O 1.65 0.56 -1.50
O 2.08 0.46 0.65
O -0.82 0.14 -1.17
I -2.75 -0.66 1.00
I -0.02 0.48 3.04
I -0.71 -1.18 -2.74
```

---

DFT total energy values, unit eV, following the record order: -29070.6823; -34002.9205.
Maximum force values, unit eV/Å, following the record order: 1.52; 2.19.
ΔE to the lowest compared entry with this formula, charge and spin values, unit kcal/mol, following the record order: 22.8; 71.7.